# C3H12NO5S

4 unconnected molecules or ions with the total composition C3H12NO5S at a distorted geometry (ωB97M-V/def2-TZVPD, the OMol25 dataset).

XYZ file:
```
22
Properties=species:S:1:pos:R:3:forces:R:3:lowdin_charge:R:1
O -0.458 -0.906 -0.508 -0.8 0.2 0.2 -0.09
C -0.301 -0.367 0.632 0.3 -1.0 -2.3 -0.68
O 0.324 -0.912 1.524 0.7 -0.7 2.5 -0.02
C -0.702 1.098 0.800 -1.1 -2.5 -1.6 -0.41
C 0.638 1.705 1.189 -0.7 -0.4 2.2 -0.57
S 0.697 3.470 1.121 0.8 1.4 -0.7 0.68
N -1.510 1.469 -0.373 -3.2 -0.9 0.8 0.03
H -1.319 1.111 1.661 -0.8 0.4 0.9 0.11
H 0.516 1.513 2.374 1.6 -0.3 -2.9 0.12
H 1.483 1.255 0.586 -0.8 0.5 1.2 0.11
H -0.587 3.615 1.356 -0.7 0.3 0.1 -0.16
H -2.152 0.646 -0.835 2.6 2.4 2.2 0.14
H -0.881 1.678 -1.060 1.8 0.7 -2.5 0.01
H -2.124 -1.444 -1.751 -0.1 0.3 -1.2 0.00
H -1.965 -2.458 -0.952 0.4 -1.4 0.7 0.01
O -2.361 -2.384 -1.823 -0.1 0.9 0.4 -0.10
H 0.904 -0.845 -2.051 -3.4 -1.0 0.3 -0.02
H 2.072 -0.736 -1.309 4.5 -2.8 10.6 -0.13
O 1.757 -0.539 -2.045 -0.9 3.9 -10.8 0.06
H 1.844 -2.683 -0.173 -0.3 -0.3 -0.5 0.01
H 1.722 -1.934 1.112 0.2 0.0 -0.4 0.01
O 2.401 -2.353 0.524 0.1 0.3 0.7 -0.09
```
Positions in Å, forces in eV/Å.

Results
relative energy (zero: lowest compared OMol25 entry of this formula, charge and spin) = 252.1 kJ/mol
gap between HOMO and LUMO = 0.302 Ha
DFT total energy = -950.66881 a.u.
spin multiplicity = 1
HOMO level = -5.2 eV
molecular weight = 174.20 g mol⁻¹
total charge = -1

=====

# C3H12NOS

2 unconnected molecules or ions with the total composition C3H12NOS at a distorted geometry (ωB97M-V/def2-TZVPD, the OMol25 dataset).

XYZ file:
```
18
Properties=species:S:1:pos:R:3:forces:R:3:lowdin_charge:R:1
C 0.940 1.334 1.087 -0.9 1.1 -0.8 -0.02
C -0.011 0.158 0.960 0.0 -1.6 0.6 -0.37
C -0.062 -0.424 -0.437 -0.8 -0.9 -0.8 -0.50
S -1.196 -1.905 -0.494 0.1 0.5 1.1 0.73
N 0.498 -0.984 1.899 0.6 -0.4 0.6 0.19
H 1.438 1.395 0.110 0.2 0.4 0.5 0.10
H 1.668 1.416 1.891 0.0 -0.8 0.1 0.09
H 0.326 2.232 1.254 0.2 -0.1 -0.5 0.10
H -1.056 0.267 1.281 0.4 0.6 0.1 0.15
H -0.491 0.273 -1.171 0.5 0.1 0.4 0.06
H 0.878 -0.833 -0.813 0.3 0.6 0.2 0.09
H -1.236 -1.989 -1.802 0.1 0.0 -0.8 -0.14
H 1.144 -0.632 2.609 0.0 0.3 -0.2 0.16
H -0.192 -1.496 2.455 -0.4 0.1 -0.5 0.17
H 1.025 -1.694 1.384 -0.1 0.0 -0.2 0.15
H -1.978 0.790 -3.173 -0.1 0.2 -0.4 0.05
H -0.674 1.277 -3.900 -0.2 0.2 -0.3 0.05
O -1.021 0.815 -3.138 0.3 -0.4 0.7 -0.05
```
Positions in Å, forces in eV/Å.

Results
relative energy (zero: lowest compared OMol25 entry of this formula, charge and spin) = 76.1 kJ/mol
gap between HOMO and LUMO = 0.353 Ha
DFT total energy = -649.42166 a.u.
spin multiplicity = 1
HOMO level = -13.0 eV
molecular weight = 110.20 g mol⁻¹
total charge = +1

=====

# C3H12NOS

2 unconnected molecules or ions with the total composition C3H12NOS at a distorted geometry (ωB97M-V/def2-TZVPD, the OMol25 dataset).

XYZ file:
```
18
Properties=species:S:1:pos:R:3:forces:R:3:lowdin_charge:R:1
C -1.049 1.128 1.195 -0.5 -0.5 1.3 -0.03
C -0.325 -0.061 0.575 -0.4 1.9 -1.1 -0.42
C -1.092 -1.375 0.510 -0.1 0.0 1.7 -0.51
S -0.076 -2.726 -0.098 0.1 -0.6 1.0 0.81
N 1.046 -0.211 1.253 -0.8 -1.8 -1.8 0.20
H -2.133 0.966 1.247 0.2 0.2 -0.6 0.10
H -0.802 1.220 2.261 0.2 0.1 -0.1 0.09
H -0.787 2.051 0.689 -0.2 0.1 0.0 0.09
H -0.095 0.305 -0.415 0.4 -0.4 -0.5 0.14
H -2.090 -1.401 0.051 0.6 0.8 -0.4 0.11
H -1.372 -1.533 1.566 0.3 -0.8 -0.2 0.10
H 0.005 -2.274 -1.320 0.0 0.3 -1.0 -0.12
H 1.368 -1.103 0.826 0.2 -0.1 0.1 0.09
H 0.895 -0.443 2.233 0.6 0.8 0.3 0.17
H 1.740 0.481 0.930 -0.5 0.1 1.1 0.19
H 1.747 2.416 -3.905 -0.1 0.2 0.1 0.04
H 1.657 0.928 -4.097 -0.1 0.0 0.1 0.04
O 1.363 1.630 -3.502 0.2 -0.2 -0.1 -0.07
```
Positions in Å, forces in eV/Å.

Results
relative energy (zero: lowest compared OMol25 entry of this formula, charge and spin) = 76.4 kJ/mol
gap between HOMO and LUMO = 0.384 Ha
DFT total energy = -649.42154 a.u.
spin multiplicity = 1
HOMO level = -13.8 eV
molecular weight = 110.20 g mol⁻¹
total charge = +1

=====

The lowest DFT total energy belongs to which entry? C3H12NO5S

=====

Please write out number 2 again, unchanged.
# C3H12NOS

2 unconnected molecules or ions with the total composition C3H12NOS at a distorted geometry (ωB97M-V/def2-TZVPD, the OMol25 dataset).

XYZ file:
```
18
Properties=species:S:1:pos:R:3:forces:R:3:lowdin_charge:R:1
C 0.940 1.334 1.087 -0.9 1.1 -0.8 -0.02
C -0.011 0.158 0.960 0.0 -1.6 0.6 -0.37
C -0.062 -0.424 -0.437 -0.8 -0.9 -0.8 -0.50
S -1.196 -1.905 -0.494 0.1 0.5 1.1 0.73
N 0.498 -0.984 1.899 0.6 -0.4 0.6 0.19
H 1.438 1.395 0.110 0.2 0.4 0.5 0.10
H 1.668 1.416 1.891 0.0 -0.8 0.1 0.09
H 0.326 2.232 1.254 0.2 -0.1 -0.5 0.10
H -1.056 0.267 1.281 0.4 0.6 0.1 0.15
H -0.491 0.273 -1.171 0.5 0.1 0.4 0.06
H 0.878 -0.833 -0.813 0.3 0.6 0.2 0.09
H -1.236 -1.989 -1.802 0.1 0.0 -0.8 -0.14
H 1.144 -0.632 2.609 0.0 0.3 -0.2 0.16
H -0.192 -1.496 2.455 -0.4 0.1 -0.5 0.17
H 1.025 -1.694 1.384 -0.1 0.0 -0.2 0.15
H -1.978 0.790 -3.173 -0.1 0.2 -0.4 0.05
H -0.674 1.277 -3.900 -0.2 0.2 -0.3 0.05
O -1.021 0.815 -3.138 0.3 -0.4 0.7 -0.05
```
Positions in Å, forces in eV/Å.

Results
relative energy (zero: lowest compared OMol25 entry of this formula, charge and spin) = 76.1 kJ/mol
gap between HOMO and LUMO = 0.353 Ha
DFT total energy = -649.42166 a.u.
spin multiplicity = 1
HOMO level = -13.0 eV
molecular weight = 110.20 g mol⁻¹
total charge = +1

=====

Which value of relative energy (zero: lowest compared OMol25 entry of this formula, charge and spin) does entry 3 give? 76.4 kJ/mol